Computed, not measured: a 14-piece molecular cluster, C51H91FO42 overall at a distorted geometry, with the ωB97M-V functional and the def2-TZVPD basis.

XYZ file:
```
185
Properties=species:S:1:pos:R:3:forces:R:3
C 3.134 -4.911 4.173 0.299 1.139 -0.342
C 1.641 -5.019 4.320 -1.186 -0.829 -2.148
O 1.092 -3.819 3.714 1.036 1.324 0.652
C 2.115 -2.987 3.309 -0.625 0.823 -1.966
O 1.949 -1.947 2.641 0.617 -3.357 2.604
O 3.308 -3.585 3.570 -0.499 0.607 0.702
H 3.618 -5.572 3.454 -0.271 -0.254 0.215
H 3.580 -5.003 5.163 0.512 0.478 -0.232
H 1.267 -5.281 5.310 -0.027 0.770 0.022
H 1.254 -5.745 3.605 0.057 -0.631 0.438
C -5.633 -5.043 1.297 -1.897 -2.594 0.602
C -6.250 -5.300 -0.093 -1.048 -0.562 1.899
O -5.645 -4.327 -0.877 0.018 0.657 -0.758
C -4.695 -3.716 -0.162 3.072 2.856 -2.340
O -3.953 -2.834 -0.606 -2.113 -2.291 1.151
O -4.554 -4.237 1.044 0.799 0.526 0.636
H -5.424 -6.049 1.661 1.065 0.161 0.304
H -6.287 -4.668 2.084 -0.169 0.744 -0.375
H -7.331 -5.191 -0.004 -0.007 0.200 -0.589
H -6.029 -6.326 -0.389 0.183 0.241 -0.550
C -0.125 -1.597 0.248 -0.779 -2.410 -1.066
C -1.405 -1.060 -0.383 0.276 -0.100 1.105
O -1.057 0.318 -0.309 0.981 1.296 -1.289
C 0.322 0.399 -0.505 0.391 4.017 1.493
O 0.973 1.432 -0.641 -2.016 -1.759 -0.533
O 0.905 -0.727 -0.227 -0.247 -1.761 0.278
H 0.050 -2.599 -0.143 0.465 0.016 0.102
H -0.209 -1.660 1.333 0.403 0.505 -0.065
H -2.265 -1.313 0.237 0.027 0.464 0.127
H -1.673 -1.347 -1.399 0.556 -0.086 -0.057
C -2.161 -3.819 -3.337 -0.145 -2.605 -0.556
C -1.452 -4.901 -4.238 -1.549 0.956 -0.403
O -0.091 -4.530 -4.199 -0.578 -0.733 -0.413
C 0.076 -3.698 -3.181 0.499 -0.124 0.124
O 1.142 -3.450 -2.754 1.260 0.880 0.925
O -1.081 -3.242 -2.686 0.718 1.383 0.283
H -2.707 -4.284 -2.517 -0.779 0.185 -0.531
H -2.743 -3.222 -4.040 0.093 0.727 0.864
H -1.835 -4.688 -5.236 0.218 -0.737 -0.182
H -1.635 -5.927 -3.919 0.317 0.022 -0.089
C 1.270 -2.569 -8.825 -0.932 -2.282 1.225
C 0.252 -2.490 -7.597 0.201 0.690 -1.557
O 0.845 -1.584 -6.741 -0.233 2.837 2.616
C 0.113 -0.882 -5.792 1.796 -0.656 -0.001
O -1.080 -0.867 -5.620 0.086 -0.256 -0.449
O 1.039 -0.269 -5.043 -0.206 0.216 0.127
C 0.643 0.640 -3.962 -0.326 -0.108 -0.907
H 1.495 -1.725 -9.477 -0.759 0.313 0.510
H 0.894 -3.413 -9.402 -0.074 0.168 -0.589
H 2.227 -2.960 -8.481 0.059 0.265 0.366
H 0.062 -3.354 -6.961 0.420 -0.894 -0.836
H -0.735 -2.138 -7.898 -0.042 0.131 -0.316
H -0.353 1.015 -4.196 -0.017 -0.029 0.320
H 1.340 1.478 -3.967 0.040 -0.219 -0.094
H 0.696 0.152 -2.989 -0.061 -0.212 -0.321
C 7.019 -4.375 4.150 1.416 0.623 -0.690
C 7.197 -4.722 2.676 0.432 -1.104 0.430
O 5.888 -4.809 2.191 -1.857 -0.643 -0.808
C 5.448 -4.162 1.120 1.392 3.153 -1.944
O 6.103 -3.354 0.435 -1.423 -2.161 1.522
O 4.163 -4.441 0.976 -1.485 -0.623 -0.182
C 3.259 -3.898 -0.033 0.188 0.674 -0.575
H 7.888 -4.704 4.720 0.120 0.110 0.003
H 6.157 -4.895 4.568 -0.108 0.456 -0.183
H 7.014 -3.285 4.138 -0.662 -0.008 0.875
H 7.601 -5.734 2.627 0.124 -0.109 -0.309
H 7.794 -4.089 2.019 0.016 0.359 0.484
H 2.203 -4.038 0.201 0.273 -0.700 1.002
H 3.355 -4.362 -1.014 0.638 -0.075 0.159
H 3.280 -2.814 -0.141 0.839 0.008 0.139
C -5.112 0.015 1.651 -0.079 2.096 -0.212
C -6.043 1.084 0.997 -0.401 -0.659 -0.310
O -5.697 2.481 1.226 0.030 1.422 1.466
C -6.654 3.475 1.383 -0.737 -0.846 -1.451
O -7.842 3.255 1.174 2.018 1.090 0.860
O -6.049 4.702 1.644 0.124 -2.136 0.388
C -6.778 5.918 1.362 -0.715 -1.645 -1.953
H -4.936 0.252 2.700 0.365 0.032 -0.136
H -4.229 0.096 1.017 0.520 -0.525 0.761
H -5.514 -0.998 1.623 -0.278 0.225 -0.427
H -7.071 0.853 1.276 -0.117 0.575 -0.300
H -5.844 0.967 -0.068 -0.825 -0.005 -0.092
H -7.679 6.011 1.968 0.474 0.389 0.335
H -7.114 5.731 0.342 -0.562 0.342 -0.142
H -6.097 6.756 1.215 0.090 -0.199 1.057
C -0.192 1.840 2.591 -0.557 -0.716 0.395
C -0.602 0.769 3.611 1.867 0.559 0.575
O -1.524 -0.144 3.032 -1.450 -1.389 -0.095
C -2.011 -1.226 3.708 -0.169 -0.215 1.708
O -1.544 -1.775 4.697 -0.511 1.081 -1.733
O -3.208 -1.584 3.150 1.798 1.357 -1.119
C -4.089 -2.518 3.711 0.287 -0.149 0.819
H 0.591 1.532 1.898 -0.357 -0.181 -0.172
H 0.207 2.701 3.127 -0.202 0.057 0.059
H -1.145 2.080 2.120 0.341 0.496 -0.565
H -1.003 1.331 4.454 -0.617 -0.506 0.135
H 0.289 0.251 3.965 -0.111 -0.301 0.068
H -4.882 -2.627 2.972 0.107 -0.110 0.256
H -4.471 -2.115 4.649 -0.215 -0.072 0.035
H -3.602 -3.468 3.935 0.024 -0.078 -0.172
C 3.481 3.602 -1.863 -0.598 -0.948 -0.935
C 4.542 4.650 -1.682 -0.043 -1.219 0.584
O 3.876 5.884 -1.633 0.711 3.431 -0.889
C 4.592 7.083 -1.874 1.589 -2.719 0.666
O 5.786 7.173 -2.165 -2.788 -0.248 0.364
O 3.757 8.064 -1.602 -1.105 -0.833 0.221
C 4.291 9.330 -1.692 1.470 2.208 -0.631
H 2.653 3.528 -1.158 0.264 0.441 0.293
H 3.909 2.602 -1.921 0.352 -0.023 0.256
H 3.010 3.718 -2.840 -0.088 0.162 0.008
H 5.236 4.540 -2.516 0.248 0.492 0.155
H 5.017 4.478 -0.716 0.489 0.143 -0.101
H 4.567 9.552 -2.723 0.159 -0.066 -0.094
H 5.191 9.447 -1.088 0.087 -0.258 0.017
H 3.637 10.150 -1.397 -0.680 -0.743 0.221
C -1.336 8.866 3.548 1.173 0.511 0.594
C -1.879 7.551 3.108 -0.254 0.476 0.585
O -0.837 6.537 3.197 -0.612 0.208 -0.194
C -0.131 6.282 2.094 -0.807 1.321 -3.845
O -0.333 6.789 0.950 0.486 -1.402 3.666
O 0.796 5.384 2.365 0.766 -1.038 -0.220
C 1.513 4.781 1.211 -0.798 1.173 -0.667
H -0.822 8.832 4.509 0.334 -0.711 0.052
H -2.121 9.560 3.847 -0.167 0.340 -1.078
H -0.586 9.167 2.817 -0.326 0.841 0.002
H -2.320 7.668 2.118 0.309 -0.589 -0.067
H -2.673 7.384 3.836 0.089 -1.269 -0.167
H 1.692 5.583 0.495 0.340 0.043 0.150
H 0.869 4.098 0.658 -0.189 -0.255 0.455
H 2.447 4.292 1.486 -0.307 0.253 0.617
C -1.400 -4.739 1.078 0.781 -0.939 -0.407
C -0.430 -5.724 0.325 -2.015 1.220 0.094
O 0.161 -6.516 1.298 3.001 -2.476 0.684
C 1.155 -7.462 0.904 -0.805 1.103 -0.557
O 1.582 -7.613 -0.223 -0.733 0.144 1.969
O 1.507 -8.115 2.032 -1.570 1.462 -0.721
C 2.458 -9.121 2.022 1.242 -1.666 -0.350
H -2.315 -5.183 1.469 0.028 -0.221 -0.417
H -1.614 -3.945 0.362 -0.338 0.131 0.314
H -0.892 -4.365 1.967 0.262 0.359 -0.200
H 0.229 -5.066 -0.240 0.551 -0.509 -0.079
H -0.983 -6.398 -0.329 -0.028 0.275 -0.453
H 2.588 -9.409 3.065 0.507 0.443 -0.070
H 3.363 -8.874 1.466 0.226 0.591 0.534
H 2.203 -10.067 1.546 -1.016 0.130 -0.324
C 4.664 -0.211 1.150 0.608 -0.458 0.902
C 3.506 0.733 1.458 0.602 -0.613 -1.912
O 3.664 1.352 2.704 -0.798 -0.162 -0.307
C 4.342 2.473 2.806 2.134 -0.080 -0.682
O 4.932 3.157 1.975 -1.605 -0.960 0.865
O 4.459 2.571 4.114 -0.735 0.821 1.977
C 5.276 3.562 4.646 1.945 1.274 -0.302
H 4.727 -0.942 1.956 -0.356 -0.411 -0.054
H 5.673 0.198 1.193 -0.146 0.766 -0.271
H 4.598 -0.749 0.204 -0.368 0.134 0.024
H 2.607 0.119 1.512 -0.045 0.387 0.011
H 3.446 1.485 0.671 -0.364 0.049 0.028
H 6.131 3.639 3.973 0.290 0.170 0.174
H 5.653 3.343 5.645 -0.377 -0.743 -0.111
H 4.900 4.582 4.730 -0.851 -0.153 -0.358
C -2.326 3.978 -0.526 -0.267 -0.364 -1.080
C -2.073 3.266 -1.868 -0.506 1.328 -0.527
O -0.801 3.538 -2.453 1.493 -0.390 1.127
C -0.511 4.538 -3.272 0.282 -1.008 -0.757
O -1.261 5.049 -4.050 -0.492 0.845 -0.141
O 0.828 4.701 -3.246 0.222 0.430 -0.748
C 1.447 5.503 -4.294 0.146 0.778 0.687
H -2.529 5.046 -0.604 0.318 0.052 -0.348
H -1.514 3.833 0.187 -0.266 -0.303 0.087
H -3.287 3.540 -0.257 0.092 -0.109 0.841
H -2.799 3.572 -2.620 -0.325 0.015 0.248
H -2.150 2.184 -1.764 0.365 0.129 0.135
H 2.526 5.381 -4.201 -0.150 -0.653 0.000
H 1.348 6.571 -4.098 -0.593 0.020 0.230
H 1.118 5.346 -5.321 -0.303 -0.587 0.299
C -3.578 0.330 -3.774 -0.163 -0.609 -0.734
C -4.841 -0.504 -3.716 0.769 -1.948 -0.507
O -5.640 0.141 -2.792 -0.596 -1.906 0.078
C -5.318 1.393 -2.851 -0.558 5.084 2.563
O -6.001 2.257 -2.313 1.868 -1.557 -1.686
O -4.079 1.600 -3.431 -1.521 0.251 0.408
F -4.539 -1.779 -3.273 -0.466 0.696 -0.292
H -3.143 0.332 -4.773 0.145 0.100 0.205
H -2.876 -0.055 -3.035 0.148 0.151 0.050
H -5.430 -0.572 -4.631 0.300 -0.302 -0.249
```
Positions in Å, forces in eV/Å.

* orbital gap: 9.74 eV
* largest force on an atom: 5.72 eV/A
* spin multiplicity: 1
* electronic energy: -5257.7684 hartree